# C4H17NO3

A cluster of 4 separate species, C4H17NO3 in total (ωB97M-V/def2-TZVPD, OMol25).

XYZ file:
```
25
Properties=species:S:1:pos:R:3:forces:R:3
O -1.043 -0.686 3.509 -1.0469 0.0801 0.0006
O 1.798 -0.058 4.333 0.2315 0.1355 0.0605
O -0.094 4.276 -0.670 0.2250 0.2470 -0.3013
N 0.141 -0.306 -0.838 -0.1432 0.4850 0.3814
C 0.755 1.016 -0.785 0.1259 -0.8928 0.2938
C -1.293 -0.242 -0.708 -0.6230 -0.5868 -0.2652
C 0.589 -1.042 -2.002 -0.0627 -0.8204 0.7281
C 0.093 -2.495 -1.982 -0.1864 0.0768 -0.3314
H -1.516 0.050 3.922 0.6392 0.2187 0.1598
H 0.412 1.521 0.114 -0.1484 0.1996 0.0022
H -1.590 0.395 0.125 0.1230 0.1747 -0.1174
H -1.815 0.060 -1.637 0.1439 0.3776 0.1108
H 0.829 -3.145 -2.467 -0.1747 0.0178 0.1837
H -1.722 -1.226 -0.485 0.2553 -0.0114 0.0363
H -0.855 -2.628 -2.510 0.0741 0.1139 -0.0304
H -0.525 4.701 0.075 -0.0998 -0.2128 0.0867
H 2.332 0.415 3.686 -0.0823 -0.1151 0.0365
H 1.823 0.863 -0.648 0.2121 0.2087 -0.1955
H -0.088 -2.814 -0.959 0.2996 -0.1394 0.1151
H 1.349 -0.752 3.841 -0.1989 0.0624 -0.0690
H -0.273 3.334 -0.634 -0.1454 0.0325 0.2039
H 0.248 -0.559 -2.923 0.3055 0.2020 -0.3091
H -1.817 -1.203 3.243 0.4454 -0.3692 -0.2085
H 0.585 1.607 -1.690 -0.0764 0.2210 -0.0890
H 1.679 -1.083 -1.909 -0.0923 0.2944 -0.4828
```
Forces are in eV/Å.

The calculation puts the energy above the lowest of the compared OMol25 structures with the same formula, charge and spin at 107.5 kJ/mol. The SMILES is CCN(C)C.O.O.O. The value obtained for the calculated total energy is -443.0363 a.u. As for the molar mass: 127.184 g/mol. The gap between HOMO and LUMO is 9.119 eV. The spin multiplicity is 1.